{"formula": "C10H15N2OP", "method": "ωB97M-V/def2-TZVPD", "symbols": ["C", "N", "C", "P", "O", "C", "C", "N", "C", "C", "C", "C", "C", "C", "H", "H", "H", "H", "H", "H", "H", "H", "H", "H", "H", "H", "H", "H", "H"], "xyz": [[3.538, 1.342, 0.411], [2.242, 0.860, -0.066], [1.765, 1.469, -1.202], [1.269, 0.110, 1.152], [2.020, -1.420, 1.167], [1.693, -2.098, 0.029], [0.218, -1.975, -0.352], [-0.069, -0.573, -0.061], [-1.380, -0.208, 0.108], [-2.441, -0.830, -0.588], [-3.780, -0.420, -0.408], [-4.062, 0.608, 0.448], [-2.983, 1.157, 1.200], [-1.699, 0.721, 1.102], [3.644, 1.124, 1.412], [4.237, 0.711, -0.160], [3.630, 2.384, 0.513], [0.664, 1.280, -1.323], [1.570, 2.585, -1.154], [2.238, 1.181, -2.193], [1.974, -3.083, 0.024], [2.137, -1.553, -0.762], [-0.153, -2.182, -1.403], [-0.487, -2.619, 0.134], [-2.298, -1.688, -1.142], [-4.613, -0.846, -1.047], [-5.034, 0.907, 0.612], [-2.995, 1.864, 2.035], [-0.846, 1.192, 1.515]], "lowdin_charge": [-0.116, -0.438, -0.210, 1.117, -0.309, -0.294, -0.180, -0.170, -0.315, -0.026, -0.093, -0.100, -0.079, -0.089, 0.029, 0.106, 0.070, 0.076, 0.093, 0.102, 0.097, 0.093, 0.137, 0.103, 0.065, 0.125, 0.068, 0.107, 0.034], "smiles": "CN(C)P1OCCN1c1ccccc1", "charge": 0, "homo_lumo_gap_ev": 8.6, "energy_ha": -916.08240}

{"formula": "C45H42BrF7O2Si", "method": "ωB97M-V/def2-TZVPD", "symbols": ["O", "C", "O", "C", "C", "Si", "Br", "H", "H", "H", "H", "H", "H", "H", "F", "C", "C", "C", "C", "C", "C", "H", "H", "H", "H", "H", "F", "C", "C", "C", "C", "C", "C", "H", "H", "H", "H", "H", "F", "C", "C", "C", "C", "C", "C", "H", "H", "H", "H", "H", "F", "C", "C", "C", "C", "C", "C", "H", "H", "H", "H", "H", "F", "C", "C", "C", "C", "C", "C", "H", "H", "H", "H", "H", "F", "C", "C", "C", "C", "C", "C", "H", "H", "H", "H", "H", "F", "C", "C", "C", "C", "C", "C", "H", "H", "H", "H", "H"], "xyz": [[-3.111, 1.088, -2.963], [-2.150, 0.508, -2.709], [-1.026, 1.098, -2.277], [-0.466, 0.364, -1.131], [-0.222, 1.280, 0.069], [-1.595, 2.564, 0.312], [-0.811, 4.666, 0.271], [-2.137, -0.578, -2.864], [0.450, -0.080, -1.494], [-1.168, -0.394, -0.819], [0.768, 1.717, 0.049], [-0.243, 0.643, 0.951], [-2.240, 2.321, 1.612], [-2.664, 2.484, -0.697], [-0.014, -2.165, 0.549], [-0.245, -2.498, 1.839], [-1.334, -1.952, 2.487], [-1.572, -2.297, 3.809], [-0.716, -3.172, 4.464], [0.378, -3.707, 3.795], [0.615, -3.373, 2.470], [-1.987, -1.266, 1.960], [-2.426, -1.883, 4.328], [-0.901, -3.437, 5.496], [1.046, -4.384, 4.305], [1.457, -3.786, 1.930], [3.326, 1.264, 1.686], [3.933, 1.519, 0.509], [4.491, 0.474, -0.200], [5.111, 0.741, -1.413], [5.171, 2.042, -1.895], [4.607, 3.080, -1.166], [3.979, 2.818, 0.043], [4.440, -0.532, 0.197], [5.547, -0.069, -1.982], [5.659, 2.246, -2.839], [4.653, 4.088, -1.537], [3.525, 3.613, 0.622], [-5.692, 6.733, -0.278], [-5.879, 5.837, -1.266], [-7.002, 5.940, -2.062], [-7.191, 5.019, -3.082], [-6.264, 4.005, -3.285], [-5.142, 3.914, -2.471], [-4.944, 4.840, -1.457], [-7.716, 6.733, -1.883], [-8.063, 5.091, -3.718], [-6.416, 3.284, -4.078], [-4.422, 3.121, -2.625], [-4.072, 4.791, -0.817], [0.784, 7.476, -5.143], [-0.018, 6.463, -4.759], [-1.385, 6.594, -4.909], [-2.208, 5.548, -4.516], [-1.657, 4.395, -3.974], [-0.281, 4.284, -3.828], [0.548, 5.322, -4.226], [-1.794, 7.504, -5.327], [-3.281, 5.633, -4.632], [-2.301, 3.581, -3.664], [0.145, 3.386, -3.399], [1.624, 5.253, -4.125], [2.360, -6.115, 3.412], [1.600, -7.186, 3.731], [0.241, -7.145, 3.486], [-0.534, -8.249, 3.810], [0.054, -9.369, 4.381], [1.420, -9.389, 4.624], [2.203, -8.292, 4.293], [-0.202, -6.261, 3.047], [-1.599, -8.234, 3.616], [-0.554, -10.227, 4.636], [1.879, -10.260, 5.072], [3.271, -8.291, 4.467], [6.449, 5.219, -1.559], [7.297, 5.449, -0.534], [6.779, 5.755, 0.708], [7.652, 5.985, 1.761], [9.023, 5.915, 1.557], [9.524, 5.609, 0.298], [8.656, 5.369, -0.757], [5.707, 5.812, 0.845], [7.261, 6.219, 2.742], [9.702, 6.098, 2.379], [10.592, 5.558, 0.137], [9.026, 5.121, -1.743], [-4.812, -8.181, 3.303], [-4.795, -8.211, 1.956], [-5.539, -9.166, 1.294], [-5.522, -9.191, -0.093], [-4.756, -8.270, -0.796], [-4.010, -7.320, -0.113], [-4.032, -7.286, 1.273], [-6.124, -9.879, 1.861], [-6.106, -9.929, -0.625], [-4.741, -8.295, -1.878], [-3.409, -6.605, -0.659], [-3.464, -6.547, 1.824]], "lowdin_charge": [0.119, -0.419, -0.077, -0.218, -0.298, 0.266, 0.271, 0.155, 0.123, 0.096, 0.058, 0.057, -0.063, -0.053, 0.049, -0.281, -0.024, -0.077, -0.083, -0.093, -0.012, 0.113, 0.107, 0.105, 0.095, 0.120, 0.051, -0.297, -0.022, -0.083, -0.087, -0.085, -0.016, 0.116, 0.104, 0.104, 0.089, 0.118, 0.058, -0.285, -0.022, -0.087, -0.092, -0.083, -0.011, 0.115, 0.103, 0.102, 0.071, 0.093, 0.052, -0.289, -0.018, -0.074, -0.087, -0.084, -0.018, 0.116, 0.103, 0.080, 0.096, 0.115, 0.044, -0.283, -0.018, -0.072, -0.092, -0.082, -0.018, 0.103, 0.099, 0.103, 0.105, 0.118, 0.039, -0.281, -0.017, -0.081, -0.096, -0.083, -0.016, 0.115, 0.106, 0.101, 0.105, 0.118, 0.053, -0.292, -0.018, -0.083, -0.097, -0.083, -0.024, 0.117, 0.105, 0.101, 0.105, 0.114], "smiles": "O=COCC[SiH2]Br.Fc1ccccc1.Fc1ccccc1.Fc1ccccc1.Fc1ccccc1.Fc1ccccc1.Fc1ccccc1.Fc1ccccc1", "charge": 0, "homo_lumo_gap_ev": 9.3, "energy_ha": -5453.01328}

{"formula": "C30H50", "method": "ωB97M-V/def2-TZVPD", "symbols": ["C", "C", "C", "C", "C", "C", "C", "C", "C", "C", "C", "C", "C", "C", "C", "C", "C", "C", "C", "C", "C", "C", "C", "C", "C", "C", "C", "C", "C", "C", "H", "H", "H", "H", "H", "H", "H", "H", "H", "H", "H", "H", "H", "H", "H", "H", "H", "H", "H", "H", "H", "H", "H", "H", "H", "H", "H", "H", "H", "H", "H", "H", "H", "H", "H", "H", "H", "H", "H", "H", "H", "H", "H", "H", "H", "H", "H", "H", "H", "H"], "xyz": [[3.030, -5.095, 0.500], [3.433, -3.675, 0.225], [2.303, -2.692, 0.315], [4.684, -3.356, -0.082], [5.213, -1.984, -0.368], [5.742, -1.320, 0.918], [6.246, 0.065, 0.626], [7.583, 0.150, -0.058], [5.516, 1.133, 0.924], [5.864, 2.552, 0.600], [5.166, 2.995, -0.700], [3.671, 2.991, -0.556], [3.071, 4.098, 0.264], [2.915, 2.046, -1.104], [1.422, 1.983, -0.985], [0.833, 0.727, -1.637], [-0.663, 0.737, -1.552], [-1.414, 0.170, -0.615], [-0.876, -0.631, 0.535], [-2.912, 0.307, -0.641], [-3.380, 1.486, 0.231], [-4.870, 1.603, 0.196], [-5.728, 1.376, 1.183], [-5.342, 0.977, 2.579], [-7.210, 1.503, 0.951], [-7.834, 0.144, 0.579], [-7.318, -0.341, -0.739], [-6.465, -1.339, -0.933], [-5.900, -2.172, 0.185], [-6.012, -1.730, -2.308], [2.663, -5.192, 1.522], [2.225, -5.395, -0.169], [3.867, -5.776, 0.367], [2.656, -1.667, 0.320], [1.732, -2.866, 1.226], [1.625, -2.825, -0.530], [5.428, -4.143, -0.101], [6.026, -2.056, -1.093], [4.441, -1.345, -0.798], [6.544, -1.936, 1.334], [4.933, -1.280, 1.649], [7.485, 0.580, -1.054], [8.268, 0.778, 0.510], [8.029, -0.837, -0.154], [4.555, 0.996, 1.403], [6.942, 2.664, 0.475], [5.545, 3.203, 1.417], [5.505, 4.002, -0.958], [5.461, 2.318, -1.504], [2.308, 4.625, -0.308], [3.829, 4.814, 0.570], [2.590, 3.699, 1.157], [3.381, 1.262, -1.686], [1.131, 2.010, 0.070], [0.981, 2.871, -1.452], [1.131, 0.703, -2.688], [1.245, -0.159, -1.153], [-1.156, 1.305, -2.332], [0.171, -0.420, 0.727], [-1.443, -0.414, 1.438], [-0.982, -1.696, 0.326], [-3.260, 0.473, -1.663], [-3.375, -0.609, -0.268], [-3.017, 1.357, 1.251], [-2.935, 2.404, -0.164], [-5.266, 1.881, -0.773], [-4.376, 0.482, 2.614], [-6.090, 0.306, 2.999], [-5.295, 1.860, 3.218], [-7.402, 2.208, 0.140], [-7.694, 1.881, 1.855], [-8.919, 0.269, 0.513], [-7.627, -0.582, 1.366], [-7.677, 0.216, -1.595], [-5.095, -2.805, -0.182], [-6.669, -2.818, 0.609], [-5.511, -1.542, 0.981], [-4.931, -1.625, -2.391], [-6.261, -2.773, -2.503], [-6.481, -1.112, -3.069]], "lowdin_charge": [-0.071, -0.354, -0.064, -0.090, -0.188, -0.168, -0.304, -0.050, -0.085, -0.182, -0.167, -0.319, -0.049, -0.079, -0.196, -0.202, -0.080, -0.302, -0.040, -0.168, -0.176, -0.082, -0.313, -0.049, -0.168, -0.184, -0.105, -0.353, -0.056, -0.066, 0.079, 0.079, 0.072, 0.057, 0.083, 0.088, 0.107, 0.111, 0.103, 0.118, 0.113, 0.083, 0.080, 0.074, 0.112, 0.103, 0.109, 0.114, 0.111, 0.082, 0.075, 0.085, 0.108, 0.117, 0.121, 0.115, 0.088, 0.113, 0.063, 0.077, 0.088, 0.114, 0.107, 0.098, 0.119, 0.116, 0.066, 0.077, 0.088, 0.113, 0.113, 0.111, 0.100, 0.111, 0.074, 0.086, 0.064, 0.070, 0.081, 0.074], "smiles": "CC(C)=CCC/C(C)=C/CC/C(C)=C/CC/C=C(\\C)CC/C=C(\\C)CCC=C(C)C", "relative_energy_kcal_mol": 7.64, "charge": 0, "homo_lumo_gap_ev": 9.3, "energy_ha": -1173.02166}